Record 1
Computed, not measured: 2 unconnected molecules or ions with the total composition C9H18OSi at a distorted geometry, with ωB97M-V/def2-TZVPD.

Positions of all 29 atoms, in Å:
C 0.29467 1.04741 -2.14579
C -0.90480 1.62957 -2.27604
C 1.76590 1.04070 -2.18281
C 0.96884 -0.20629 -1.91742
C 2.45394 -2.17888 -1.45422
C -1.87968 -0.58994 0.25519
C -0.74984 1.98842 1.21406
C -0.98012 -0.34180 3.29752
C 1.17020 -1.51168 -1.79681
O 0.82996 -0.70211 1.21993
Si -0.59534 0.11768 1.52616
H -1.84467 1.23466 -2.03494
H -0.87915 2.72003 -2.59705
H 2.33055 1.27212 -3.07546
H 2.36817 1.47665 -1.35374
H 3.39424 -1.53474 -1.86912
H 2.40926 -3.22312 -1.78609
H 2.48188 -2.21774 -0.36920
H -1.46179 -1.52659 -0.01978
H -3.07742 -0.67611 0.32537
H -1.69101 0.11348 -0.60467
H 0.11783 2.64048 1.07048
H -1.57737 2.06459 0.56140
H -0.93047 2.46968 2.23043
H -1.78577 0.34201 3.67126
H -1.13317 -1.37669 3.44548
H -0.03848 -0.15513 3.86605
H 0.22619 -1.95887 -1.51992
H 1.63610 -0.34911 0.96308

Computed properties:
* relative energy (zero: lowest compared OMol25 entry of this formula, charge and spin): 1.6098 eV
* Kohn-Sham gap (spin up / spin down): 6.18 / 7.02 eV
* spin multiplicity: 3
* electronic energy: -19544.21107 eV
* HOMO level (spin up / spin down): -5.47 / -9.40 eV

***

Record 2
Computed, not measured: C5H11NO2 in the gas phase at a distorted geometry, with ωB97M-V/def2-TZVPD.

Positions of all 19 atoms, in Å:
C 0.99984 0.09305 -1.74299
C 0.94377 0.95649 -0.48525
N 0.60572 0.21275 0.71716
C 1.30127 -1.04234 0.92098
C -0.74071 0.20337 1.19446
C -1.96833 -0.09945 0.16929
O -2.71125 1.02919 0.14076
O -2.13271 -1.06699 -0.51379
H 0.75631 0.78789 -2.54803
H 0.14153 -0.66834 -1.83452
H 1.81625 -0.63302 -1.78308
H 0.23463 1.75937 -0.62388
H 1.97409 1.32747 -0.30106
H 1.00407 -1.39633 1.88893
H 2.40497 -1.02939 0.76432
H 0.98155 -1.77227 0.15222
H -1.03370 1.16958 1.60983
H -0.95663 -0.60504 1.90505
H -3.62068 0.77400 0.36961

Computed properties:
* relative energy (zero: lowest compared OMol25 entry of this formula, charge and spin): 2.0752 eV
* Kohn-Sham gap: 8.74 eV
* spin multiplicity: 1
* electronic energy: -10947.19179 eV
* HOMO level: -8.07 eV
* SMILES: CCN(C)CC(=O)O

***

Record 3
Computed, not measured: 8 unconnected molecules or ions with the total composition C31H65BO12S at a distorted geometry, with ωB97M-V/def2-TZVPD.

Positions of all 110 atoms, in Å:
C -1.17449 1.75510 -3.95954
C -1.98760 2.87920 -3.07887
O -1.71198 2.85377 -1.63411
S -2.75198 1.79974 -0.78947
O -3.35522 0.75782 -1.81065
O -1.92862 0.82498 0.34635
C -0.48687 1.11208 0.38902
B 0.38844 0.27231 -0.77000
O -0.07457 -1.03978 -1.26467
O 1.62988 0.92786 -1.31419
H -0.01550 1.71342 -3.74858
H -1.35406 1.98635 -5.11638
H -1.59931 0.66341 -3.76436
H -1.60117 3.93980 -3.46758
H -3.15225 2.88085 -3.31453
H -0.21440 2.25611 0.41736
H -0.09442 0.66908 1.42592
H -0.42078 -0.85894 -2.20873
H 1.51175 0.84563 -2.32467
C 3.01559 -3.75950 -0.25674
C 1.88221 -3.92048 -1.23667
C 2.49240 -3.39183 -2.51645
O 3.89870 -3.66607 -2.45125
C 4.22235 -4.07209 -1.11422
H 2.93516 -4.40866 0.61882
H 3.06214 -2.72010 0.08941
H 1.63843 -4.98338 -1.35025
H 0.97166 -3.38983 -0.94715
H 2.36694 -2.30696 -2.59812
H 2.06691 -3.86044 -3.40854
H 4.42784 -5.14795 -1.13249
H 5.12273 -3.55049 -0.77816
C 0.96141 -1.91628 3.56222
C 2.40071 -2.34732 3.44668
C 3.08260 -1.06455 3.02341
O 2.33060 0.01471 3.59509
C 1.09471 -0.50869 4.10092
H 0.35904 -2.56334 4.20483
H 0.49974 -1.89380 2.56790
H 2.77342 -2.66216 4.42853
H 2.55907 -3.16739 2.74175
H 3.06409 -0.94497 1.93496
H 4.12101 -1.01006 3.36282
H 1.15407 -0.50672 5.19477
H 0.26769 0.13801 3.79514
C 3.07380 -4.55939 -6.61833
C 3.57722 -4.50894 -8.03776
C 3.06335 -3.16586 -8.50862
O 3.01732 -2.31116 -7.35775
C 3.20340 -3.11557 -6.18492
H 3.63120 -5.24817 -5.97851
H 2.01912 -4.85922 -6.60902
H 4.67360 -4.51207 -8.04263
H 3.23012 -5.33966 -8.65738
H 2.04596 -3.24654 -8.90584
H 3.70254 -2.71762 -9.27476
H 4.20494 -2.90763 -5.79287
H 2.46688 -2.83721 -5.42614
C -2.22557 -2.13323 -8.97092
C -1.07238 -1.42033 -8.31314
C -0.53051 -2.48455 -7.38392
O -0.79339 -3.75109 -8.00352
C -1.69327 -3.54355 -9.10096
H -2.52151 -1.69926 -9.92934
H -3.09688 -2.12245 -8.30531
H -0.31809 -1.16228 -9.06582
H -1.36146 -0.50483 -7.79083
H -1.04820 -2.47076 -6.41894
H 0.54336 -2.37789 -7.20535
H -1.12346 -3.66838 -10.02819
H -2.48645 -4.29580 -9.07482
C -1.12001 0.77572 9.22017
C -2.25339 0.61474 8.24024
C -1.64320 1.14339 6.96046
O -0.23691 0.86915 7.02567
C 0.08675 0.46313 8.36269
H -1.20045 0.12656 10.09574
H -1.07347 1.81512 9.56632
H -2.49718 -0.44816 8.12667
H -3.16394 1.14539 8.52976
H -1.76867 2.22826 6.87879
H -2.06870 0.67478 6.06837
H 0.29223 -0.61273 8.34442
H 0.98712 0.98473 8.69876
C -6.09711 4.12525 2.78493
C -7.23049 3.96426 1.80500
C -6.62030 4.49292 0.52522
O -5.21400 4.21868 0.59043
C -4.89035 3.81266 1.92745
H -6.17754 3.47609 3.66050
H -6.05056 5.16465 3.13108
H -7.47427 2.90137 1.69143
H -8.14104 4.49492 2.09452
H -6.74576 5.57779 0.44355
H -7.04579 4.02431 -0.36687
H -4.68486 2.73680 1.90918
H -3.98997 4.33426 2.26352
C 2.37890 3.70205 5.85450
C 3.04819 5.00546 6.20652
C 1.87599 5.85447 6.64784
O 0.90532 4.96235 7.21268
C 1.28555 3.61592 6.89682
H 3.05370 2.84252 5.87256
H 1.93651 3.77046 4.85352
H 3.73671 4.85378 7.04616
H 3.60918 5.44915 5.38011
H 1.40899 6.36073 5.79639
H 2.15925 6.60741 7.38899
H 1.65112 3.14756 7.81717
H 0.41274 3.05916 6.54480

Computed properties:
* Kohn-Sham gap: 9.46 eV
* spin multiplicity: 1
* electronic energy: -69277.90212 eV
* HOMO level: -9.19 eV